# 1
{"formula": "C46H104BF3O17P2", "method": "ωB97M-V/def2-TZVPD", "homo_lumo_gap_ev": 6.07, "smiles": "CCOC[C@@](O[C@H](Cc1cccc(C)c1)[C@H](O)O[C@@H](CCC(F)=C(F)F)P(CC)CC)(B(O)OCC)P(C)O.CCO.CCO.CCO.CCO.CCO.CCO.CCO.CCO.CCO.CCO", "e_homo_ev": -7.706, "spin_multiplicity": 1, "species": ["C", "C", "O", "C", "C", "O", "C", "C", "C", "C", "C", "C", "C", "C", "C", "C", "O", "O", "C", "C", "C", "C", "F", "C", "F", "F", "P", "C", "C", "C", "C", "B", "O", "O", "C", "C", "P", "C", "O", "H", "H", "H", "H", "H", "H", "H", "H", "H", "H", "H", "H", "H", "H", "H", "H", "H", "H", "H", "H", "H", "H", "H", "H", "H", "H", "H", "H", "H", "H", "H", "H", "H", "H", "H", "H", "H", "H", "H", "H", "H", "H", "H", "H", "C", "C", "O", "H", "H", "H", "H", "H", "H", "C", "C", "O", "H", "H", "H", "H", "H", "H", "C", "C", "O", "H", "H", "H", "H", "H", "H", "C", "C", "O", "H", "H", "H", "H", "H", "H", "C", "C", "O", "H", "H", "H", "H", "H", "H", "C", "C", "O", "H", "H", "H", "H", "H", "H", "C", "C", "O", "H", "H", "H", "H", "H", "H", "C", "C", "O", "H", "H", "H", "H", "H", "H", "C", "C", "O", "H", "H", "H", "H", "H", "H", "C", "C", "O", "H", "H", "H", "H", "H", "H"], "xyz": [[4.6520, 1.5477, 0.9230], [4.9401, 0.6506, -0.4580], [3.7166, 0.4172, -1.2408], [3.9913, -0.2179, -2.5386], [3.3906, -1.7786, -2.6062], [2.1130, -1.9690, -1.9729], [0.9223, -1.8508, -2.7760], [0.6713, -0.4538, -3.5796], [-0.1925, 0.6897, -2.7921], [0.3497, 1.7423, -1.6620], [-0.6425, 2.8322, -0.9224], [-2.2407, 2.8966, -1.3089], [-2.8333, 1.9005, -2.4737], [-4.4064, 1.8827, -3.0034], [-1.8113, 0.8214, -3.1922], [-0.3520, -2.0609, -1.7026], [-0.1085, -1.4367, -0.3941], [-0.4478, -3.5520, -1.5591], [-1.2694, -3.9234, -0.4018], [-2.8060, -3.3538, -0.4138], [-3.0979, -2.1128, 0.6175], [-2.7654, -2.4663, 2.2041], [-3.4622, -3.6157, 2.8307], [-1.7993, -1.5551, 2.9192], [-0.3406, -1.6984, 2.6940], [-2.4082, -0.4965, 3.8076], [-1.4376, -5.8636, -0.4936], [0.2744, -6.5472, -0.9912], [1.1377, -7.1689, 0.2994], [-2.8277, -6.3821, -1.6949], [-2.8379, -5.5950, -3.1329], [3.6363, -2.4107, -4.0940], [2.9220, -3.5391, -4.7215], [4.7508, -1.8082, -4.9041], [4.2237, -0.8643, -5.9014], [3.6922, -1.5988, -7.2997], [4.6471, -2.7583, -1.4689], [4.6945, -4.5353, -2.1698], [3.9200, -2.7719, 0.1132], [5.5317, 2.3414, 1.0552], [3.5881, 2.0352, 0.9391], [4.7651, 0.8190, 1.8618], [5.4312, -0.3588, -0.0566], [5.7700, 1.2187, -1.0563], [3.7183, 0.4211, -3.4778], [5.1757, -0.3657, -2.5834], [0.7307, -2.7308, -3.5609], [0.0301, -0.7367, -4.5473], [1.6365, 0.0709, -3.9998], [1.4761, 1.7456, -1.3477], [-0.2651, 3.5742, -0.0925], [-2.9803, 3.6483, -0.7727], [-5.1382, 2.4103, -2.2551], [-4.4868, 2.4266, -4.0607], [-4.7437, 0.7708, -3.1824], [-2.2341, 0.0923, -4.0093], [-1.3916, -1.7509, -2.1991], [0.5879, -1.9171, 0.1418], [-0.7380, -3.7380, 0.6511], [-3.0649, -2.9706, -1.4955], [-3.6237, -4.1878, -0.1666], [-4.2720, -1.9196, 0.5824], [-2.5983, -1.0982, 0.3079], [0.1459, -7.3522, -1.8539], [1.0002, -5.7203, -1.4550], [0.7398, -8.2480, 0.5163], [2.2863, -7.2784, -0.0049], [1.1130, -6.4444, 1.2289], [-2.7275, -7.5487, -1.9158], [-3.8585, -6.2658, -1.1235], [-2.0317, -4.7546, -3.2489], [-2.6274, -6.3926, -3.9778], [-3.9126, -5.1552, -3.3500], [3.5777, -4.1612, -5.1872], [3.3214, -0.2126, -5.5283], [5.1208, -0.1187, -6.1557], [4.1642, -2.6545, -7.4788], [2.5113, -1.6826, -7.1639], [3.9385, -0.8195, -8.1698], [5.1128, -5.3284, -1.3874], [3.6133, -4.9432, -2.4628], [5.3883, -4.6615, -3.1286], [3.0845, -3.3513, 0.0858], [3.2899, 3.9597, 3.6176], [2.6372, 4.9727, 2.7000], [1.9702, 4.3065, 1.6382], [4.0067, 3.3446, 3.0637], [3.8124, 4.4574, 4.4393], [2.5424, 3.2781, 4.0364], [3.3900, 5.6377, 2.2666], [1.9095, 5.5830, 3.2437], [1.2980, 3.7249, 2.0332], [0.4767, -2.7226, -9.9630], [-0.1224, -1.3315, -9.9600], [0.7757, -0.4179, -9.3477], [0.6924, -3.0508, -8.9410], [-0.2055, -3.4400, -10.4278], [1.4260, -2.7345, -10.5083], [-1.0595, -1.3193, -9.3957], [-0.3289, -0.9910, -10.9793], [1.6016, -0.4299, -9.8613], [-5.0735, 5.3782, 2.4291], [-4.9187, 4.7680, 1.0514], [-3.7110, 5.2172, 0.4550], [-5.0802, 6.4713, 2.3672], [-6.0023, 5.0454, 2.9010], [-4.2320, 5.1009, 3.0725], [-5.7500, 5.0653, 0.4054], [-4.8980, 3.6753, 1.1064], [-2.9784, 4.9408, 1.0320], [3.7003, 7.8876, -0.0664], [5.1015, 8.1285, 0.4561], [5.9881, 7.1488, -0.0637], [3.3502, 6.8897, 0.2174], [3.0034, 8.6321, 0.3288], [3.6816, 7.9325, -1.1602], [5.1200, 8.0611, 1.5478], [5.4637, 9.1194, 0.1653], [5.9709, 7.2226, -1.0334], [0.7003, 2.8279, -6.5479], [2.1015, 3.0689, -6.0255], [2.9881, 2.0891, -6.5452], [0.3502, 1.8301, -6.2641], [0.0034, 3.5724, -6.1528], [0.6816, 2.8728, -7.6417], [2.1200, 3.0015, -4.9337], [2.4637, 4.0598, -6.3162], [2.9709, 2.1630, -7.5149], [-6.1997, -2.4244, 5.9514], [-4.7985, -2.1835, 6.4738], [-3.9119, -3.1632, 5.9540], [-6.5498, -3.4223, 6.2351], [-6.8966, -1.6799, 6.3465], [-6.2184, -2.3795, 4.8575], [-4.7800, -2.2509, 7.5655], [-4.4363, -1.1926, 6.1830], [-3.9291, -3.0894, 4.9843], [-1.5817, -0.9747, 7.5617], [-2.1808, 0.4164, 7.5647], [-1.2827, 1.3300, 8.1770], [-1.3660, -1.3029, 8.5837], [-2.2639, -1.6922, 7.0969], [-0.6324, -0.9866, 7.0164], [-3.1179, 0.4286, 8.1290], [-2.3873, 0.7569, 6.5454], [-0.4568, 1.3180, 7.6634], [-9.2319, 0.0555, 4.8598], [-9.0771, -0.5546, 3.4822], [-7.8694, -0.1054, 2.8857], [-9.2386, 1.1487, 4.7979], [-10.1607, -0.2773, 5.3317], [-8.3904, -0.2217, 5.5032], [-9.9084, -0.2573, 2.8361], [-9.0564, -1.6474, 3.5371], [-7.1368, -0.3818, 3.4627], [-3.6458, 1.5133, 10.6006], [-4.2449, 2.9044, 10.6036], [-3.3467, 3.8179, 11.2159], [-3.4301, 1.1851, 11.6226], [-4.3280, 0.7958, 10.1358], [-2.6964, 1.5014, 10.0553], [-5.1820, 2.9165, 11.1679], [-4.4514, 3.2449, 9.5843], [-2.5208, 3.8060, 10.7023], [9.9713, -0.0542, 0.3803], [8.7580, -0.0880, -0.5258], [7.5730, 0.0445, 0.2452], [9.9227, -0.8614, 1.1185], [10.8933, -0.1597, -0.1984], [10.0114, 0.8864, 0.9392], [8.7097, -1.0381, -1.0658], [8.7928, 0.7241, -1.2586], [7.6218, 0.8952, 0.7142]], "forces_ev_per_angstrom": [[0.54, -0.86, 0.17], [1.00, -0.03, 1.62], [1.13, -0.16, -0.91], [1.86, -0.86, 0.30], [0.36, 0.53, -0.16], [-0.73, 0.27, -1.38], [-2.47, -0.09, 0.00], [-0.64, 1.07, -0.57], [-3.21, 3.05, 1.66], [-3.30, 0.21, -0.78], [-2.17, -2.68, -2.95], [2.24, -2.71, -2.03], [3.51, -0.70, 0.58], [0.80, 0.12, -0.27], [1.51, 2.27, 2.84], [1.03, -1.13, -0.20], [-0.26, -1.17, -1.50], [-0.71, 2.34, 1.49], [-0.70, -1.26, -0.13], [-0.65, 0.60, -0.10], [-0.13, -1.32, 0.41], [2.37, 1.15, -0.72], [0.73, 4.07, -0.97], [-2.33, -1.54, -0.51], [-4.90, 1.98, 0.48], [3.08, -3.62, -1.43], [0.01, -0.39, 1.50], [2.03, 0.13, -1.12], [0.20, -0.09, -0.81], [-0.36, -0.18, -1.28], [-0.57, -0.57, -0.85], [0.84, -0.47, -2.51], [2.57, 0.90, 1.17], [-2.96, -0.40, 1.00], [0.36, 0.65, -1.50], [-0.58, 1.09, 0.82], [0.80, 0.19, 1.04], [-1.14, -2.32, -0.27], [-1.27, -1.91, -2.62], [-2.14, -1.46, -0.43], [2.18, -0.76, -0.14], [-0.48, 1.57, -2.05], [-1.34, 2.13, -1.34], [-1.77, -1.10, 0.69], [0.06, -0.92, 2.03], [-2.53, 0.24, -0.24], [1.02, 1.70, 1.68], [1.32, 0.62, 2.15], [-1.71, -1.26, 0.98], [-2.32, -0.18, -0.69], [-0.57, -1.72, -1.95], [1.81, -1.65, -1.31], [1.56, -1.06, -1.39], [0.27, -1.07, 2.38], [0.69, 2.19, 0.52], [0.86, 1.58, 1.71], [2.46, 0.03, 1.51], [-0.88, 0.62, -1.52], [-1.14, -0.15, -2.33], [0.56, -0.83, 2.02], [2.09, 1.64, -0.45], [2.37, -0.38, 0.40], [-0.63, -2.15, 0.86], [0.27, 1.52, 1.94], [-1.86, -1.55, 0.83], [0.70, 2.22, 0.02], [-2.53, 0.26, 0.50], [-0.25, -1.65, -1.83], [-0.02, 2.51, 0.72], [2.26, -0.12, -1.14], [-1.58, -1.60, 0.51], [-0.42, 1.70, 1.58], [2.23, -0.77, 0.41], [-1.40, 1.75, 0.75], [1.82, -1.25, -0.47], [-2.02, -1.70, 0.64], [-0.78, 2.18, 0.31], [2.60, -0.03, -0.67], [-0.62, -1.98, 1.72], [-0.76, 1.99, -1.43], [2.20, 0.82, 0.50], [-1.43, 0.73, 2.04], [1.55, 1.30, 0.13], [0.24, -0.05, 0.12], [-0.09, -0.27, 0.22], [-0.40, -0.17, -0.23], [-0.07, 0.17, 0.06], [-0.05, -0.09, -0.01], [0.02, 0.11, 0.06], [-0.18, -0.13, -0.11], [0.13, 0.14, 0.11], [0.39, 0.26, -0.21], [-0.06, -0.25, 0.05], [0.30, -0.14, -0.14], [0.31, 0.32, 0.01], [-0.11, 0.06, -0.11], [0.11, 0.01, 0.01], [-0.12, -0.01, -0.06], [0.20, 0.17, 0.00], [-0.19, -0.12, -0.04], [-0.44, -0.02, 0.31], [-0.17, 0.11, 0.15], [0.10, -0.01, 0.35], [0.39, 0.03, -0.08], [-0.07, -0.16, -0.06], [0.11, 0.03, 0.03], [-0.11, -0.09, -0.01], [0.26, 0.00, -0.05], [-0.21, -0.05, 0.04], [-0.36, 0.21, -0.26], [-0.24, -0.02, 0.09], [-0.15, -0.04, -0.37], [0.28, -0.13, -0.26], [0.04, 0.15, 0.01], [0.00, -0.06, -0.09], [-0.01, 0.11, 0.08], [0.17, -0.10, -0.16], [-0.11, 0.13, 0.15], [0.01, -0.07, 0.54], [-0.23, 0.01, 0.06], [-0.27, 0.05, -0.26], [0.37, -0.21, -0.31], [0.05, 0.15, 0.05], [0.01, -0.08, -0.06], [0.00, 0.09, 0.07], [0.14, -0.10, -0.15], [-0.10, 0.11, 0.14], [-0.03, -0.08, 0.53], [-0.26, 0.02, 0.11], [-0.07, -0.14, -0.38], [0.16, 0.00, -0.19], [0.06, 0.17, 0.02], [0.01, -0.08, -0.05], [0.01, 0.07, 0.02], [0.13, -0.08, -0.15], [-0.12, 0.17, 0.12], [0.07, -0.17, 0.42], [-0.13, -0.24, 0.02], [0.29, -0.28, -0.22], [0.35, 0.42, 0.00], [-0.11, 0.07, -0.09], [0.20, -0.01, 0.01], [-0.11, -0.01, -0.08], [0.22, 0.15, -0.04], [-0.17, -0.12, -0.06], [-0.45, 0.00, 0.32], [-0.18, 0.12, 0.16], [0.21, -0.01, 0.31], [0.43, -0.03, -0.10], [-0.07, -0.15, -0.05], [0.10, 0.04, 0.04], [-0.14, -0.06, -0.04], [0.26, -0.01, -0.04], [-0.21, -0.04, 0.04], [-0.39, 0.16, -0.31], [0.06, -0.23, 0.05], [0.32, -0.15, -0.09], [0.28, 0.27, -0.02], [-0.15, 0.06, -0.10], [0.05, -0.02, 0.04], [-0.16, 0.03, 0.01], [0.19, 0.18, 0.01], [-0.17, -0.12, -0.06], [-0.44, -0.02, 0.27], [0.24, -0.11, 0.04], [0.12, 0.19, 0.27], [0.18, 0.19, 0.30], [-0.01, 0.05, -0.17], [-0.02, 0.05, 0.10], [0.05, -0.01, -0.13], [-0.20, 0.13, 0.12], [0.15, -0.07, -0.14], [-0.03, -0.44, -0.19]]}

=====

# 2
{"formula": "C3H3N3O2S", "method": "ωB97M-V/def2-TZVPD", "homo_lumo_gap_ev": [7.39, 7.38], "e_homo_ev": [-8.891, -8.890], "spin_multiplicity": 1, "species": ["C", "C", "C", "N", "N", "N", "O", "O", "S", "H", "H", "H"], "xyz": [[0.2265, -0.6783, -0.2340], [1.3917, -0.1499, 0.3086], [-1.2377, -1.0530, -0.0902], [1.4047, 1.9913, -0.9494], [1.5362, 1.4101, 0.0478], [-2.1394, -0.0913, 0.3410], [2.3900, -0.6607, 0.8285], [-1.5465, -2.2162, -0.2544], [1.0678, -0.6841, -1.6977], [1.8383, 1.7709, 0.9088], [-1.8267, 0.8744, 0.4558], [-3.1049, -0.5132, 0.3351]], "forces_ev_per_angstrom": [[-0.25, -0.80, -3.35], [3.27, -1.33, 1.97], [-0.33, 0.04, 1.32], [-0.27, 0.74, -2.07], [-0.58, -1.28, 0.57], [0.44, -1.72, -0.75], [-1.94, 1.46, 0.17], [0.15, 0.84, -0.26], [-1.99, -0.15, 0.21], [1.05, 1.26, 2.05], [-0.89, -0.59, -0.13], [1.34, 1.53, 0.25]]}

=====

# 3
{"formula": "C23H35N5O5", "method": "ωB97M-V/def2-TZVPD", "homo_lumo_gap_ev": 9.10, "smiles": "CCCCn1c(N)c(N(CCC(C)C)C(=O)CN2C(=O)[C@H]3CCCC[C@H]3C2=O)c(=O)[nH]c1=O", "e_homo_ev": -8.638, "spin_multiplicity": 1, "species": ["C", "C", "C", "H", "C", "N", "C", "C", "C", "O", "N", "C", "O", "H", "N", "C", "O", "C", "N", "C", "O", "C", "C", "C", "C", "C", "H", "H", "C", "C", "O", "H", "H", "H", "H", "H", "H", "H", "H", "H", "H", "C", "C", "H", "C", "C", "H", "H", "H", "C", "H", "H", "H", "H", "H", "H", "H", "N", "H", "H", "H", "H", "H", "H", "H", "H", "H", "H"], "xyz": [[-2.1830, -5.1231, 2.4586], [-2.8653, -4.0969, 3.3539], [-2.7470, -2.6672, 2.8204], [-1.6908, -2.4559, 2.6354], [-3.5564, -2.4292, 1.5305], [-2.7197, -2.2223, 0.3560], [-2.0153, -1.0546, 0.1876], [-1.2668, -0.8482, -0.9522], [-1.1007, -1.8820, -1.9344], [-0.3773, -1.8584, -2.9072], [-1.8729, -3.0164, -1.6585], [-2.7084, -3.2285, -0.6027], [-3.3799, -4.2294, -0.4964], [-1.8278, -3.7647, -2.3412], [-0.6718, 0.4228, -1.1700], [0.6390, 0.6822, -1.0132], [1.1299, 1.7813, -1.1876], [1.5089, -0.4661, -0.4885], [2.3240, 0.0983, 0.5625], [1.7571, 0.7644, 1.6142], [0.5659, 0.7950, 1.8344], [2.8619, 1.4087, 2.4194], [2.5592, 2.8842, 2.7064], [3.8568, 3.5915, 3.0820], [4.8439, 3.6058, 1.9037], [4.5239, 2.5220, 0.8720], [5.3903, 2.3390, 0.2359], [3.7050, 2.8437, 0.2258], [4.1171, 1.2126, 1.5608], [3.7004, 0.2387, 0.4806], [4.3878, -0.3107, -0.3345], [4.9658, 0.8213, 2.1259], [4.8148, 4.5736, 1.4019], [5.8580, 3.4635, 2.2803], [4.3002, 3.0704, 3.9333], [3.6409, 4.6116, 3.4005], [2.1179, 3.3521, 1.8257], [1.8330, 2.9548, 3.5167], [2.9529, 0.8732, 3.3703], [0.9127, -1.2960, -0.1055], [2.1756, -0.8177, -1.2793], [-1.5576, 1.4775, -1.6455], [-2.0683, 1.2308, -3.0650], [-2.6383, 0.2979, -3.0767], [-0.9696, 1.1475, -4.1305], [-0.1801, 2.4493, -4.2364], [0.3989, 2.6309, -3.3355], [0.5140, 2.3949, -5.0717], [-0.8502, 3.2915, -4.4026], [-1.6043, 0.8029, -5.4766], [-2.1376, -0.1432, -5.4171], [-0.8397, 0.7130, -6.2439], [-2.3061, 1.5787, -5.7787], [-0.2853, 0.3383, -3.8598], [-2.7546, 2.0433, -3.3161], [-0.9906, 2.4073, -1.5983], [-2.4088, 1.5429, -0.9600], [-2.1148, -0.0828, 1.1282], [-2.4855, -0.3299, 2.0294], [-1.3328, 0.5621, 1.1667], [-4.1644, -3.3080, 1.3061], [-4.2274, -1.5718, 1.6328], [-3.0943, -1.9829, 3.5985], [-3.9207, -4.3520, 3.4668], [-2.4100, -4.1290, 4.3467], [-2.2644, -6.1143, 2.8972], [-2.6405, -5.1515, 1.4738], [-1.1266, -4.8868, 2.3444]], "forces_ev_per_angstrom": [[-0.16, 0.06, 0.13], [0.21, 0.10, -0.08], [-0.16, -0.21, 0.12], [0.01, 0.11, 0.03], [-0.12, -0.09, 0.29], [-0.08, 0.14, 0.08], [0.26, 0.22, -0.50], [0.20, 0.11, 0.06], [-0.34, 0.00, 0.51], [0.16, 0.01, -0.21], [0.15, -0.24, -0.41], [0.04, 0.05, -0.11], [-0.17, -0.27, -0.07], [-0.03, 0.11, 0.15], [-0.56, -0.30, -0.03], [0.29, -0.24, 0.30], [0.24, 0.12, -0.09], [-0.01, 0.05, -0.03], [-0.32, -0.24, -0.24], [0.37, -0.11, 0.24], [-0.17, 0.11, 0.05], [-0.14, 0.23, 0.11], [0.04, -0.08, 0.22], [-0.12, 0.07, -0.07], [-0.02, -0.05, -0.04], [0.20, -0.02, 0.11], [-0.08, -0.01, -0.06], [-0.01, -0.01, -0.07], [0.21, 0.10, -0.14], [0.19, -0.01, 0.30], [0.13, -0.02, -0.18], [-0.06, -0.07, -0.06], [0.07, 0.03, 0.02], [0.05, 0.06, -0.05], [0.00, 0.03, 0.08], [0.04, -0.02, 0.10], [-0.09, 0.03, -0.02], [-0.05, 0.01, -0.08], [-0.04, -0.01, -0.07], [0.13, 0.09, -0.07], [-0.10, 0.02, 0.08], [-0.21, 0.34, -0.31], [0.41, -0.13, 0.11], [-0.13, 0.00, -0.02], [-0.16, 0.15, -0.09], [-0.01, -0.23, 0.11], [0.06, 0.11, 0.07], [0.09, 0.05, -0.11], [-0.09, 0.15, -0.06], [0.17, -0.07, 0.26], [-0.10, -0.12, -0.05], [0.05, -0.01, -0.14], [-0.10, 0.10, -0.07], [-0.06, 0.04, 0.00], [-0.10, 0.01, -0.03], [-0.13, -0.05, 0.06], [0.09, 0.04, 0.00], [-0.20, -0.21, 0.07], [0.03, -0.02, 0.00], [0.03, -0.07, -0.03], [0.03, 0.22, 0.02], [0.03, -0.07, -0.05], [0.06, 0.09, -0.01], [-0.06, 0.01, 0.09], [-0.10, -0.01, 0.04], [0.04, -0.13, -0.01], [0.01, -0.05, -0.10], [0.14, 0.00, -0.03]]}

=====

Record-wise energy above the lowest of the compared OMol25 structures with the same formula, charge and spin values, in kcal/mol: 466.2; 88.5; 5.0
Record-wise M values, in g mol⁻¹: 1059.1; 145.1; 461.6
Record-wise DFT total energy values, in hartree: -4100.4223; -828.8963; -1547.5645